Here is a molecular structure, C27H39N2O4PtS4SeTe from the OMol25 dataset. Energies are from the ωB97M-V functional and the def2-TZVPD basis.

Calculated values
- ΔE to the lowest compared entry with this formula, charge and spin: 0.0 kcal/mol
- Net charge: +1

Geometry as XYZ:
```
79
C27H39N2O4PtS4SeTe the ωB97M-V functional and the def2-TZVPD basis
Pt 1.174 1.675 -0.670
C 0.585 4.787 -0.852
C 1.598 4.614 -1.964
S 1.778 2.856 -2.456
C 3.596 2.689 -2.440
C 4.362 2.971 -1.142
S 3.960 1.890 0.259
C 3.380 3.026 1.552
C 2.411 4.142 1.186
S 0.793 3.617 0.519
H -0.428 4.597 -1.209
H 0.614 5.801 -0.451
H 2.580 4.981 -1.674
H 1.287 5.163 -2.852
H 3.958 3.345 -3.234
H 3.760 1.661 -2.769
H 4.265 4.014 -0.844
H 5.417 2.824 -1.373
H 4.243 3.496 2.024
H 2.928 2.354 2.285
H 2.857 4.835 0.474
H 2.185 4.710 2.090
C -0.355 -5.713 0.297
C 0.128 -4.869 -0.877
C 1.056 -3.730 -0.461
C 0.370 -2.584 0.272
N -0.620 -1.907 -0.572
C -0.343 -1.022 -1.538
Se 1.399 -0.415 -1.952
N -1.486 -0.627 -2.119
C -1.652 0.367 -3.172
C -2.006 -0.276 -4.509
C -0.847 -1.041 -5.144
C 0.240 -0.128 -5.698
C -2.545 -1.259 -1.485
C -3.919 -1.152 -1.670
C -4.716 -1.899 -0.828
C -4.164 -2.716 0.171
C -2.801 -2.815 0.355
C -1.998 -2.073 -0.503
H -0.974 -6.543 -0.044
H -0.950 -5.135 1.006
H 0.491 -6.132 0.845
H -0.727 -4.468 -1.431
H 0.663 -5.512 -1.579
H 1.568 -3.320 -1.335
H 1.838 -4.118 0.199
H 1.087 -1.829 0.588
H -0.160 -2.915 1.162
H -0.724 0.931 -3.232
H -2.434 1.050 -2.834
H -2.335 0.518 -5.186
H -2.863 -0.938 -4.367
H -1.239 -1.665 -5.949
H -0.418 -1.732 -4.411
H -0.167 0.539 -6.461
H 1.042 -0.707 -6.157
H 0.691 0.485 -4.915
H -4.346 -0.510 -2.428
H -5.791 -1.847 -0.931
H -4.826 -3.273 0.819
H -2.384 -3.421 1.146
Te -1.882 1.954 4.086
C -1.110 0.818 5.658
C -0.529 1.460 6.750
C -0.038 0.711 7.809
C -0.110 -0.674 7.767
C -0.680 -1.314 6.674
C -1.193 -0.572 5.622
H -0.457 2.540 6.770
H 0.407 1.208 8.661
H 0.280 -1.258 8.590
H -0.733 -2.395 6.646
H -1.638 -1.065 4.768
O -0.333 1.587 2.838
S -0.550 0.530 1.693
O -0.736 -0.766 2.284
O -1.602 1.011 0.833
O 0.811 0.582 1.022
```